(1)
The following is a quantum chemistry calculation of a cluster of 3 separate species, C26H38ClN3S in total in a non-equilibrium geometry, from the Open Molecules 2025 dataset.

Element x y z (Å)
1 C 2.33932 -2.10982 0.98118
2 C 1.78698 -2.88106 0.05614
3 C 1.51780 -3.71267 -1.29931
4 C 0.81146 -3.06325 -2.55280
5 C 0.59598 -3.96758 -3.84889
6 C 1.09476 -5.48810 -3.93670
7 C 1.83280 -6.14353 -2.67111
8 C 1.98202 -5.21435 -1.40718
9 S 2.79008 -5.97825 0.11057
10 C 3.93521 -7.23886 -0.64085
11 C 5.25655 -7.57096 0.15890
12 Cl 5.67485 -6.77934 1.77121
13 C 6.23802 -8.63606 -0.45904
14 C 5.85079 -9.28469 -1.84763
15 C 4.51491 -8.93784 -2.65257
16 C 3.51372 -7.85237 -2.02894
17 N 2.27358 -7.55655 -2.79010
18 H 2.95127 -1.44043 1.70295
19 H 0.46963 -1.97137 -2.45622
20 H 0.07104 -3.42885 -4.73569
21 H 0.88269 -6.04945 -4.91483
22 H 7.20648 -8.87434 0.12791
23 H 6.57230 -10.05708 -2.29219
24 H 4.23280 -9.43841 -3.65919
25 H 1.51526 -8.23390 -2.60830
26 C -2.27882 3.76772 -1.24729
27 C -0.93943 3.13361 -0.88824
28 N -0.87474 1.69982 -1.15839
29 C 0.28826 1.04934 -0.55519
30 C 1.66951 1.46369 -1.05827
31 C -1.18364 1.28334 -2.52327
32 C -0.33620 1.86603 -3.65254
33 H -3.10580 3.25352 -0.74873
34 H -2.29225 4.81307 -0.92421
35 H -2.46021 3.75853 -2.32554
36 H -0.78807 3.29705 0.18553
37 H -0.13903 3.68094 -1.40277
38 H 0.18903 -0.03740 -0.65561
39 H 0.25532 1.23292 0.52560
40 H 1.88354 1.04474 -2.04242
41 H 2.43838 1.08209 -0.37785
42 H 1.78936 2.54781 -1.10364
43 H -2.23268 1.52778 -2.72697
44 H -1.15073 0.18902 -2.58714
45 H -0.17644 2.94160 -3.54610
46 H -0.84281 1.70759 -4.61003
47 H 0.63539 1.37599 -3.72408
48 C -4.07963 6.58124 4.97758
49 C -3.88386 5.11293 4.61558
50 N -3.70127 4.87767 3.18563
51 C -3.80143 3.46578 2.81413
52 C -2.74104 2.51440 3.36471
53 C -2.61903 5.61706 2.54035
54 C -1.20548 5.42478 3.08604
55 H -4.90934 7.01942 4.41527
56 H -4.31287 6.67208 6.04273
57 H -3.17922 7.17276 4.79052
58 H -4.78302 4.58102 4.94793
59 H -3.04860 4.71129 5.20378
60 H -3.81944 3.37760 1.72196
61 H -4.78266 3.09922 3.13898
62 H -1.78589 2.63326 2.85125
63 H -3.05876 1.47820 3.20625
64 H -2.58235 2.64180 4.43718
65 H -2.85732 6.68604 2.58811
66 H -2.61425 5.39583 1.46642
67 H -1.16888 5.45291 4.17768
68 H -0.55893 6.22884 2.72000
69 H -0.76498 4.48620 2.74778

Properties
2S+1: 1
SMILES: C#Cc1cccc2c1Sc1c(Cl)cccc1N2.CCN(CC)CC.CCN(CC)CC
HOMO level (eV): -7.997
Relative energy (zero: lowest compared OMol25 entry of this formula, charge and spin) (kcal per mole): 0.0

(2)
The following is a quantum chemistry calculation of a structure of composition C46H48N4O2ReS5, from the Open Molecules 2025 dataset.

Element x y z (Å)
1 Re -1.09797 -0.23927 0.36178
2 C -2.27330 1.71609 -2.15155
3 C -3.48958 1.70291 -1.25004
4 S -3.43203 0.29249 -0.08753
5 C -3.91262 1.09825 1.46607
6 C -2.93617 2.15615 1.95290
7 S -1.22339 1.52358 2.01166
8 C -0.30674 2.85830 1.17856
9 C -0.68645 3.08278 -0.27426
10 S -0.70768 1.53280 -1.24808
11 H -2.27550 0.86798 -2.83956
12 H -2.23715 2.62411 -2.75409
13 H -3.58126 2.62953 -0.68668
14 H -4.39539 1.59257 -1.84597
15 H -4.90634 1.52708 1.32940
16 H -4.00685 0.28022 2.18144
17 H -2.95532 3.03822 1.31561
18 H -3.20342 2.47603 2.95959
19 H -0.43478 3.77390 1.75733
20 H 0.73644 2.55272 1.27381
21 H -1.66902 3.54569 -0.35760
22 H 0.02954 3.76273 -0.73507
23 S 1.10148 -0.51671 1.21794
24 C 0.92020 -1.22576 2.75707
25 N 1.82511 -1.12974 3.70042
26 C 1.55198 -1.66063 5.04159
27 C 0.87194 -2.99386 4.91533
28 N -0.31357 -2.84190 4.07583
29 C -1.46379 -3.67152 4.45228
30 C -2.06980 -3.17696 5.74104
31 C -2.29275 -4.05916 6.78908
32 C -2.85337 -3.60933 7.97797
33 C -3.18274 -2.27179 8.12471
34 C -2.95683 -1.38326 7.08014
35 C -2.40504 -1.83428 5.89273
36 C -0.32162 -2.01064 3.04021
37 S -1.61550 -1.85268 2.00005
38 C 3.13348 -0.47119 3.52601
39 C 4.24482 -1.47400 3.68180
40 C 4.41133 -2.46804 2.72002
41 C 5.41534 -3.41076 2.85900
42 C 6.26451 -3.36265 3.95883
43 C 6.10682 -2.37303 4.91531
44 C 5.09445 -1.43158 4.77875
45 H 0.91983 -0.94874 5.57914
46 H 2.50245 -1.75652 5.56238
47 H 0.54522 -3.34324 5.89412
48 H 1.54197 -3.74023 4.47800
49 H -1.10189 -4.69535 4.57363
50 H -2.17606 -3.67271 3.63011
51 H -2.03327 -5.10506 6.67778
52 H -3.02674 -4.30392 8.78799
53 H -3.61632 -1.91935 9.05034
54 H -3.21872 -0.33997 7.19417
55 H -2.24054 -1.13979 5.07455
56 H 3.20311 0.32431 4.27056
57 H 3.14979 -0.01527 2.53913
58 H 3.75652 -2.49802 1.85583
59 H 5.54639 -4.17812 2.10849
60 H 7.05318 -4.09460 4.06465
61 H 6.77182 -2.32926 5.76660
62 H 4.97869 -0.65217 5.52294
63 O -2.99632 -2.58286 -0.43067
64 C -2.14597 -2.61344 -1.28274
65 N -2.11106 -3.34550 -2.41381
66 C -0.83510 -3.24981 -3.10034
67 C -0.19056 -2.20190 -2.20345
68 O 0.99157 -1.82881 -2.56558
69 N -0.93932 -1.80498 -1.22449
70 C -0.94974 -2.68481 -4.51642
71 C -2.17224 -2.27297 -5.03196
72 C -2.25278 -1.77681 -6.32838
73 C -1.11313 -1.68478 -7.10946
74 C 0.10944 -2.09769 -6.59398
75 C 0.19133 -2.60389 -5.30889
76 C -0.11852 -4.59461 -3.08777
77 C -0.76584 -5.65388 -3.71914
78 C -0.19000 -6.91037 -3.75565
79 C 1.05177 -7.12276 -3.16836
80 C 1.70238 -6.07116 -2.54720
81 C 1.12213 -4.80826 -2.50696
82 H -2.75096 -4.11562 -2.53109
83 H -3.07015 -2.33412 -4.43276
84 H -3.21201 -1.47395 -6.72552
85 H -1.17538 -1.30268 -8.11891
86 H 1.00215 -2.04025 -7.20140
87 H 1.14556 -2.94733 -4.92898
88 H -1.71946 -5.49814 -4.21277
89 H -0.70432 -7.72201 -4.25117
90 H 1.50869 -8.10159 -3.20430
91 H 2.67033 -6.22814 -2.09071
92 H 1.65538 -4.00350 -2.01912
93 C 1.88329 -0.95304 -1.80568
94 C 2.95027 -0.50296 -2.74784
95 C 2.81989 0.70935 -3.41490
96 C 3.78620 1.10942 -4.32608
97 C 4.88230 0.29536 -4.57108
98 C 5.01738 -0.91648 -3.90666
99 C 4.05270 -1.31382 -2.99482
100 H 2.27252 -1.55389 -0.98119
101 H 1.30465 -0.11862 -1.42199
102 H 1.95772 1.33763 -3.22368
103 H 3.68657 2.05324 -4.84419
104 H 5.63727 0.60714 -5.27999
105 H 5.87559 -1.54554 -4.09824
106 H 4.15810 -2.25664 -2.47112

Properties
2S+1: 2
⟨S²⟩: 0.763
Total charge: +2
HOMO level (spin up / spin down) (eV): -12.219 / -11.867
Relative energy (zero: lowest compared OMol25 entry of this formula, charge and spin) (kcal per mole): 7.2